# 1
DFT (the ωB97M-V functional and the def2-TZVPD basis) results for one molecule with the formula C2H3N3O2.

Last column: natural (NBO) charge in e.
Element x y z (Å)
N  -1.459  -0.523  -0.063  -0.864
C  -0.059  -0.377  -0.015  0.065
N  0.763  -1.357  -0.055  -0.206
N  1.937  -1.027  -0.061  0.074
O  1.930  0.382  0.011  -0.295
C  0.688  0.713  0.077  0.569
O  0.328  1.985  -0.136  -0.641
H  -1.665  -1.212  -0.834  0.401
H  -1.871  -0.701  0.976  0.393
H  -0.591  2.118  0.100  0.505

Molecular weight ... 101.1 g/mol
Charge ... 0
F_max ... 5.02 eV Å⁻¹
Energy relative to the best compared isomer or geometry (same formula, charge and spin) ... 79.0 kcal per mole
Spin multiplicity ... 1

# 2
DFT (the ωB97M-V functional and the def2-TZVPD basis) results for C12H24O24S6 as an isolated structure.

Last column: natural (NBO) charge in e.
Element x y z (Å)
C  -2.696  -3.427  2.799  -0.119
C  -1.393  -4.002  3.404  -0.096
O  -1.649  -5.410  3.560  -0.696
S  -3.069  -5.827  2.950  2.545
O  -4.024  -5.810  4.009  -0.913
O  -2.955  -6.961  2.106  -0.883
O  -3.209  -4.516  2.038  -0.674
H  -2.494  -2.563  2.176  0.227
H  -3.386  -3.143  3.595  0.196
H  -1.249  -3.641  4.420  0.198
H  -0.546  -3.857  2.739  0.211
C  -1.711  3.418  -2.535  -0.098
C  -1.374  4.715  -1.764  -0.111
O  -2.613  5.382  -1.561  -0.682
S  -3.786  4.327  -1.430  2.553
O  -5.001  4.836  -1.961  -0.878
O  -3.800  3.777  -0.108  -0.936
O  -3.135  3.272  -2.462  -0.682
H  -1.221  2.574  -2.057  0.218
H  -1.448  3.445  -3.590  0.195
H  -0.655  5.364  -2.253  0.214
H  -0.959  4.441  -0.791  0.205
C  -1.795  3.272  1.992  -0.094
C  -1.468  2.525  3.283  -0.114
O  -0.637  3.447  3.987  -0.676
S  0.416  4.045  2.918  2.542
O  1.468  3.090  2.788  -0.929
O  0.765  5.399  3.156  -0.880
O  -0.598  4.007  1.674  -0.703
H  -2.599  3.984  2.168  0.206
H  -2.050  2.658  1.140  0.228
H  -0.992  1.564  3.081  0.195
H  -2.370  2.375  3.869  0.221
C  3.690  -5.885  -0.366  -0.097
C  3.806  -4.502  0.278  -0.115
O  2.744  -3.750  -0.339  -0.689
S  1.465  -4.732  -0.359  2.540
O  0.540  -4.484  -1.400  -0.863
O  0.955  -4.802  0.980  -0.928
O  2.319  -6.025  -0.734  -0.678
H  4.046  -6.721  0.225  0.216
H  4.242  -5.834  -1.309  0.194
H  4.743  -3.993  0.079  0.219
H  3.618  -4.512  1.354  0.203
C  0.691  0.591  0.315  -0.095
C  0.541  -0.866  0.759  -0.127
O  -0.569  -1.341  0.015  -0.671
S  -1.707  -0.234  0.162  2.547
O  -2.237  -0.227  1.490  -0.934
O  -2.612  -0.325  -0.922  -0.866
O  -0.658  0.971  -0.069  -0.712
H  1.230  0.743  -0.616  0.208
H  1.125  1.231  1.082  0.230
H  0.328  -0.868  1.833  0.192
H  1.413  -1.487  0.579  0.229
C  3.268  2.992  -4.985  -0.100
C  3.022  1.480  -5.090  -0.096
O  2.498  1.064  -3.843  -0.680
S  2.662  2.202  -2.706  2.549
O  3.465  1.706  -1.646  -0.886
O  1.338  2.647  -2.413  -0.925
O  3.480  3.230  -3.590  -0.674
H  2.378  3.522  -5.323  0.198
H  4.159  3.270  -5.535  0.221
H  3.926  0.920  -5.345  0.193
H  2.323  1.257  -5.898  0.207

Molecular weight ... 744.7 g/mol
Charge ... 0
F_max ... 1.31 eV Å⁻¹
Energy relative to the best compared isomer or geometry (same formula, charge and spin) ... 0.8 kcal per mole
Spin multiplicity ... 1

# 3
DFT (the ωB97M-V functional and the def2-TZVPD basis) results for one molecule with the formula C5H10N2OS.

Last column: natural (NBO) charge in e.
Element x y z (Å)
C  -2.976  -0.244  0.191  -0.431
N  -1.690  0.085  0.753  -0.960
S  -0.536  0.555  -0.108  2.003
O  -0.676  1.499  -1.183  -0.964
C  0.695  1.191  1.109  -0.702
C  2.116  1.025  0.506  0.146
N  2.618  0.063  -0.118  -0.390
C  1.875  -1.080  -0.315  -0.252
C  0.401  -0.847  -0.960  -0.637
H  -2.789  -1.245  -0.301  0.170
H  -3.312  0.324  -0.691  0.202
H  -3.781  -0.391  1.050  0.214
H  0.395  0.469  1.920  0.281
H  0.573  2.257  1.167  0.261
H  2.623  1.990  0.553  0.179
H  1.697  -1.789  0.522  0.213
H  2.281  -1.762  -1.138  0.206
H  0.516  -0.352  -1.925  0.238
H  -0.029  -1.748  -1.033  0.221

Molecular weight ... 146.2 g/mol
Charge ... 0
F_max ... 5.85 eV Å⁻¹
Energy relative to the best compared isomer or geometry (same formula, charge and spin) ... 61.9 kcal per mole
Spin multiplicity ... 1

# 4
DFT (the ωB97M-V functional and the def2-TZVPD basis) results for a 3-piece molecular cluster, C5H12O2 overall.

Last column: natural (NBO) charge in e.
Element x y z (Å)
C  -1.416  -0.475  -1.323  -0.421
C  -1.399  -0.567  0.006  -0.155
C  -0.589  -1.554  0.800  -0.442
C  0.235  -0.911  1.919  -0.616
H  -2.063  0.228  -1.842  0.198
H  -0.793  -1.114  -1.946  0.197
H  -2.037  0.100  0.591  0.191
H  -1.285  -2.284  1.238  0.212
H  0.064  -2.117  0.121  0.200
H  0.698  -1.681  2.546  0.210
H  1.027  -0.271  1.514  0.236
H  -0.401  -0.297  2.570  0.199
C  0.118  2.116  -1.227  0.294
O  1.093  2.012  -1.936  -0.543
H  0.158  1.909  -0.145  0.136
H  -0.858  2.432  -1.637  0.119
O  2.612  0.719  0.056  -0.964
H  2.658  -0.172  -0.309  0.464
H  2.332  1.262  -0.701  0.487

Molecular weight ... 104.1 g/mol
Charge ... 0
F_max ... 0.55 eV Å⁻¹
Energy relative to the best compared isomer or geometry (same formula, charge and spin) ... 45.3 kcal per mole
Spin multiplicity ... 1